(1)
A 12-piece molecular cluster, C46H69O35 overall in a non-equilibrium geometry. Source: OMol25; level of theory: ωB97M-V/def2-TZVPD.

Positions of all 150 atoms, in Å:
C: 3.81 -22.05 18.31
C: 3.17 -23.45 18.29
O: 3.72 -24.33 18.99
O: 2.06 -23.63 17.77
H: 4.44 -21.86 19.18
H: 3.04 -21.28 18.31
H: 4.27 -21.92 17.34
C: -0.63 -27.78 16.51
C: -1.58 -26.69 17.14
C: -1.15 -25.24 16.90
O: -2.41 -24.65 16.80
C: -3.26 -25.55 16.31
O: -4.34 -25.27 15.83
O: -2.76 -26.77 16.44
H: -0.04 -27.52 15.63
H: -1.11 -28.72 16.24
H: 0.10 -28.12 17.25
H: -1.71 -26.84 18.21
H: -0.56 -25.12 15.99
H: -0.56 -24.95 17.76
C: 7.18 -27.48 22.07
C: 6.88 -26.31 21.08
C: 5.99 -25.22 21.63
O: 6.57 -24.09 21.07
C: 7.80 -24.36 20.51
O: 8.59 -23.54 20.08
O: 8.10 -25.67 20.76
H: 8.10 -27.94 21.69
H: 6.37 -28.20 22.07
H: 7.40 -27.07 23.05
H: 6.55 -26.76 20.15
H: 6.15 -25.06 22.70
H: 4.95 -25.30 21.31
C: 6.07 -19.60 11.41
C: 5.71 -19.43 12.92
C: 4.60 -18.49 13.20
O: 3.75 -19.28 14.01
C: 4.17 -20.49 14.22
O: 3.68 -21.37 14.90
O: 5.22 -20.69 13.41
H: 6.84 -20.37 11.37
H: 6.40 -18.68 10.93
H: 5.25 -19.93 10.77
H: 6.60 -19.25 13.52
H: 4.22 -18.11 12.25
H: 4.97 -17.65 13.79
C: 2.41 -17.37 16.76
C: 3.66 -17.18 17.61
C: 3.80 -18.14 18.74
O: 5.08 -18.71 18.56
C: 5.61 -18.31 17.41
O: 6.52 -18.80 16.82
O: 4.77 -17.37 16.84
H: 2.31 -18.42 16.48
H: 2.46 -16.81 15.83
H: 1.54 -16.97 17.27
H: 3.68 -16.22 18.12
H: 2.99 -18.86 18.64
H: 3.64 -17.71 19.73
C: 2.83 -27.27 16.77
C: 4.31 -27.05 16.46
C: 5.23 -27.00 17.64
O: 6.21 -27.96 17.38
C: 5.80 -28.77 16.37
O: 6.45 -29.75 16.01
O: 4.65 -28.30 15.91
H: 2.41 -26.37 17.22
H: 2.79 -28.07 17.51
H: 2.21 -27.43 15.88
H: 4.49 -26.25 15.74
H: 4.69 -27.20 18.57
H: 5.66 -26.00 17.71
C: 2.66 -27.52 21.44
C: 1.98 -26.18 21.12
C: 0.99 -26.32 20.02
O: -0.26 -26.35 20.69
C: -0.11 -26.08 22.04
O: -0.99 -26.01 22.85
O: 1.18 -25.74 22.23
H: 1.93 -28.33 21.46
H: 3.26 -27.52 22.35
H: 3.23 -27.95 20.62
H: 2.76 -25.45 20.91
H: 1.05 -27.26 19.48
H: 0.98 -25.44 19.37
C: 5.16 -21.46 22.59
C: 3.76 -22.03 22.32
C: 3.49 -23.36 23.08
O: 2.17 -23.19 23.57
C: 1.83 -21.90 23.59
O: 0.72 -21.52 24.03
O: 2.78 -21.18 22.85
H: 5.93 -22.15 22.24
H: 5.31 -21.35 23.67
H: 5.25 -20.44 22.22
H: 3.60 -22.24 21.26
H: 4.16 -23.42 23.94
H: 3.52 -24.23 22.44
C: 7.85 -22.25 17.15
C: 6.98 -23.47 16.99
C: 6.02 -23.39 15.79
O: 6.60 -24.40 15.02
C: 7.54 -25.14 15.66
O: 8.25 -26.00 15.15
O: 7.79 -24.57 16.76
H: 8.59 -22.50 17.91
H: 7.20 -21.51 17.61
H: 8.39 -21.91 16.27
H: 6.48 -23.75 17.91
H: 6.12 -22.45 15.24
H: 4.97 -23.58 16.01
C: 0.98 -20.29 20.27
C: 0.19 -21.46 19.63
C: 0.14 -22.69 20.50
O: -1.03 -23.29 20.07
C: -1.86 -22.25 19.63
O: -3.06 -22.43 19.57
O: -1.13 -21.10 19.60
H: 0.62 -19.78 21.16
H: 1.11 -19.49 19.54
H: 2.00 -20.53 20.57
H: 0.45 -21.71 18.60
H: 0.11 -22.41 21.55
H: 1.01 -23.32 20.31
C: -1.70 -22.32 14.27
C: -0.82 -21.90 15.51
C: 0.59 -21.44 15.11
O: 0.62 -20.06 15.48
C: -0.44 -19.76 16.14
O: -0.68 -18.67 16.70
O: -1.31 -20.77 16.17
H: -1.73 -21.60 13.45
H: -2.73 -22.59 14.49
H: -1.28 -23.22 13.82
H: -0.68 -22.70 16.23
H: 0.69 -21.41 14.03
H: 1.33 -22.08 15.57
C: 4.49 -24.02 12.07
C: 3.71 -24.79 13.10
C: 2.60 -24.06 13.88
O: 1.43 -24.87 13.59
C: 1.73 -25.87 12.80
O: 0.94 -26.75 12.51
O: 3.00 -25.80 12.39
H: 3.90 -23.43 11.36
H: 5.21 -24.63 11.54
H: 5.00 -23.28 12.70
H: 4.40 -25.21 13.83
H: 2.43 -23.05 13.51
H: 2.86 -24.03 14.94

E = -120487.4898 eV
net charge = -1
energy above the lowest of the compared OMol25 structures with the same formula, charge and spin = 0.0 kcal per mole
frontier orbital gap = 8.5 eV

---

(2)
A 5-piece molecular cluster, C5H20NO6 overall in a non-equilibrium geometry. Source: OMol25; level of theory: ωB97M-V/def2-TZVPD.

Positions of all 32 atoms, in Å:
C: 2.18 -1.19 -0.75
O: 2.41 -1.69 0.50
C: 0.94 -0.24 -0.83
C: 1.17 1.04 -0.01
C: 1.17 0.80 1.50
C: -0.07 0.21 2.11
O: -1.02 1.21 2.61
N: 0.47 0.10 -2.17
H: 2.07 -1.99 -1.52
H: 3.04 -0.55 -1.08
H: 0.17 -0.78 -0.27
H: 2.16 1.44 -0.24
H: 0.36 1.75 -0.22
H: 2.01 0.14 1.75
H: 1.50 1.71 2.02
H: -0.62 -0.40 1.40
H: 0.10 -0.38 3.00
H: -0.98 1.94 1.99
H: 1.18 0.61 -2.67
H: 0.14 -0.74 -2.63
H: -1.79 2.56 -1.31
H: -0.44 3.10 -1.68
O: -1.36 3.37 -1.62
H: -1.72 -1.78 0.67
H: -3.11 -1.36 1.09
O: -2.55 -1.43 0.31
H: 0.12 -3.71 1.02
H: 1.03 -2.49 0.65
O: 0.06 -2.85 0.61
H: -2.69 0.28 -2.13
H: -3.00 0.40 -0.63
O: -2.97 0.90 -1.45

E = -19285.3891 eV
net charge = -1
energy above the lowest of the compared OMol25 structures with the same formula, charge and spin = 27.1 kcal per mole
frontier orbital gap = 6.9 eV

---

(3)
One molecule with the formula C3H2O3. Source: OMol25; level of theory: ωB97M-V/def2-TZVPD.

Positions of all 8 atoms, in Å:
O: -2.24 0.44 0.62
C: -1.06 0.25 0.70
C: -0.15 0.31 -0.53
O: -0.41 0.94 -1.53
C: 1.15 -0.46 -0.36
O: 1.73 -0.41 0.70
H: -0.55 -0.03 1.63
H: 1.52 -1.04 -1.22

SMILES = O=CC(=O)C=O
E = -9283.8824 eV
energy above the lowest of the compared OMol25 structures with the same formula, charge and spin = 37.9 kcal per mole
frontier orbital gap = 8.4 eV

---

(4)
A 5-piece molecular cluster, C4H18O4 overall in a non-equilibrium geometry. Source: OMol25; level of theory: ωB97M-V/def2-TZVPD.

Positions of all 26 atoms, in Å:
C: 0.07 1.53 -1.69
C: 0.37 0.21 -2.42
C: 0.23 -1.04 -1.47
C: 0.58 -2.32 -2.30
H: -0.97 1.69 -1.42
H: 0.58 2.31 -2.18
H: 0.44 1.67 -0.74
H: 1.51 0.32 -2.95
H: -0.34 0.22 -3.17
H: 0.65 -0.80 -0.43
H: -0.89 -1.17 -1.38
H: 0.67 -3.24 -1.79
H: 1.52 -2.20 -2.81
H: -0.29 -2.58 -3.08
O: 2.95 -0.37 2.73
H: 3.10 0.10 3.63
H: 3.51 -1.13 2.95
O: -4.42 1.72 0.87
H: -4.05 0.79 0.77
H: -3.87 2.01 1.60
O: 0.32 -1.34 2.36
H: 1.14 -0.79 2.16
H: 0.41 -1.84 1.62
O: -1.22 1.98 3.26
H: -1.26 2.88 3.07
H: -0.75 1.40 2.82

SMILES = CCCC.O.O.O.O
E = -12627.5807 eV
energy above the lowest of the compared OMol25 structures with the same formula, charge and spin = 64.3 kcal per mole
frontier orbital gap = 11.4 eV

---

(5)
One molecule with the formula C3H5NO. Source: OMol25; level of theory: ωB97M-V/def2-TZVPD.

Positions of all 10 atoms, in Å:
O: 0.28 2.12 0.60
C: -0.50 1.03 0.66
N: -0.14 -0.01 0.04
C: -0.21 -1.42 -0.23
C: 0.99 -0.57 -0.62
H: -1.39 1.11 1.27
H: -0.13 -2.07 0.64
H: -1.01 -1.70 -0.93
H: 0.98 -0.29 -1.68
H: 1.14 1.80 0.25

E = -6725.5926 eV
energy above the lowest of the compared OMol25 structures with the same formula, charge and spin = 91.8 kcal per mole
frontier orbital gap = 8.3 eV

---

(6)
C3H3HgO2 as an isolated structure in a non-equilibrium geometry. Source: OMol25; level of theory: ωB97M-V/def2-TZVPD.

Positions of all 9 atoms, in Å:
C: -0.50 0.87 -1.45
C: 0.30 0.28 -0.45
H: -1.57 0.62 -1.47
H: -0.38 1.88 -0.95
H: -0.06 0.97 -2.46
O: -1.18 -1.27 1.39
C: -0.30 -1.55 2.15
O: 0.86 -1.41 2.26
Hg: 2.83 -0.38 0.98

E = -11415.4807 eV
net charge = +1
energy above the lowest of the compared OMol25 structures with the same formula, charge and spin = 68.6 kcal per mole
multiplicity = 3
frontier orbital gap (spin up / spin down) = 7.8 / 7.5 eV

---

(7)
Br2HIOP as an isolated structure in a non-equilibrium geometry. Source: OMol25; level of theory: ωB97M-V/def2-TZVPD.

Positions of all 6 atoms, in Å:
O: 1.11 1.36 -1.79
P: -1.07 -0.33 1.58
Br: -1.46 -2.41 0.98
Br: 0.79 -0.47 2.73
I: 0.03 -0.07 -1.12
H: 0.60 1.93 -2.38

E = -159529.6413 eV
net charge = +1
energy above the lowest of the compared OMol25 structures with the same formula, charge and spin = 0.0 kcal per mole
frontier orbital gap = 7.3 eV

---

(8)
A 6-piece molecular cluster, C26H67BrN6O4 overall in a non-equilibrium geometry. Source: OMol25; level of theory: ωB97M-V/def2-TZVPD.

Positions of all 104 atoms, in Å:
C: -2.41 0.71 -2.16
C: -2.75 -0.36 -3.22
N: -4.15 -0.22 -3.70
C: -4.60 0.21 -4.98
C: -5.96 0.08 -4.97
N: -6.37 -0.36 -3.73
C: -5.22 -0.58 -2.99
C: -7.67 -0.79 -3.36
H: -2.59 1.71 -2.56
H: -1.34 0.57 -2.00
H: -2.95 0.66 -1.22
H: -2.57 -1.40 -2.98
H: -2.22 -0.01 -4.10
H: -3.89 0.62 -5.68
H: -6.72 0.31 -5.71
H: -5.21 -1.18 -2.09
H: -7.67 -1.82 -3.70
H: -8.47 -0.22 -3.83
H: -7.80 -0.73 -2.28
C: 2.33 -3.62 -2.10
N: 0.89 -4.04 -2.25
C: 0.18 -2.68 -2.56
C: 0.64 -4.88 -3.50
C: 0.33 -4.77 -1.00
C: 1.03 -6.12 -0.74
O: 0.54 -7.09 -1.67
H: 2.92 -4.51 -1.87
H: 2.58 -2.75 -1.49
H: 2.57 -3.40 -3.14
H: 0.18 -2.11 -1.64
H: -0.82 -2.98 -2.88
H: 0.71 -2.16 -3.36
H: 0.72 -4.27 -4.40
H: -0.40 -5.21 -3.52
H: 1.37 -5.68 -3.47
H: -0.76 -4.69 -1.03
H: 0.63 -4.08 -0.21
H: 0.87 -6.48 0.28
H: 2.09 -6.20 -0.98
H: 1.04 -7.91 -1.59
C: 2.79 3.85 -4.02
N: 1.94 2.70 -3.37
C: 1.49 1.76 -4.54
C: 2.90 1.81 -2.62
C: 0.71 3.32 -2.65
C: 0.96 3.96 -1.24
O: 1.97 5.00 -1.31
H: 2.15 4.42 -4.70
H: 3.64 3.44 -4.56
H: 3.13 4.59 -3.30
H: 0.92 0.90 -4.21
H: 2.41 1.38 -5.00
H: 0.84 2.29 -5.23
H: 3.78 1.56 -3.21
H: 2.36 0.94 -2.25
H: 3.17 2.44 -1.77
H: 0.06 2.44 -2.61
H: 0.16 3.93 -3.36
H: 1.07 3.16 -0.51
H: 0.08 4.45 -0.82
H: 2.49 5.07 -0.50
C: 4.10 0.08 5.88
N: 3.42 -1.28 5.94
C: 4.16 -2.32 5.10
C: 3.34 -1.72 7.40
C: 1.96 -1.08 5.44
C: 1.84 -0.35 4.13
O: 2.44 -0.91 3.05
H: 4.14 0.19 4.79
H: 5.02 0.05 6.47
H: 3.41 0.82 6.30
H: 4.30 -1.97 4.07
H: 3.60 -3.25 5.13
H: 5.09 -2.53 5.63
H: 4.36 -1.91 7.74
H: 2.76 -2.63 7.57
H: 2.96 -0.85 7.93
H: 1.42 -0.60 6.26
H: 1.60 -2.11 5.33
H: 2.07 0.69 4.32
H: 0.78 -0.41 3.90
H: 2.34 -0.39 2.25
C: -1.88 3.93 3.67
N: -1.11 2.82 2.93
C: 0.33 3.17 2.99
C: -1.28 1.50 3.71
C: -1.55 2.74 1.46
C: -3.10 2.66 1.32
O: -3.80 1.65 2.10
H: -1.47 4.04 4.67
H: -2.83 3.42 3.85
H: -1.93 4.87 3.11
H: 0.72 3.20 4.00
H: 0.45 4.18 2.59
H: 0.97 2.54 2.37
H: -0.69 1.44 4.62
H: -0.86 0.80 2.99
H: -2.34 1.26 3.84
H: -0.99 1.93 0.98
H: -1.08 3.62 1.02
H: -3.33 2.47 0.27
H: -3.56 3.65 1.42
H: -4.65 1.48 1.69
Br: 0.80 0.05 -0.01

E = -115167.2035 eV
net charge = +5
multiplicity = 2
frontier orbital gap (spin up / spin down) = 9.6 / 3.9 eV

---

(9)
One molecule with the formula C4H6N2S in a non-equilibrium geometry. Source: OMol25; level of theory: ωB97M-V/def2-TZVPD.

Positions of all 13 atoms, in Å:
C: 2.62 -0.31 -0.25
C: 1.33 -1.04 -0.07
C: -0.20 0.82 0.11
C: -1.54 1.25 -0.11
N: 2.89 0.89 -0.48
N: 0.07 -0.47 -0.02
S: -2.82 -0.23 -0.43
H: 3.36 -1.01 0.00
H: 1.39 -2.04 0.46
H: -2.05 1.81 0.76
H: -1.76 2.03 -0.92
H: -0.73 -1.10 0.11
H: -2.54 -0.61 0.84

E = -18054.4141 eV
energy above the lowest of the compared OMol25 structures with the same formula, charge and spin = 151.3 kcal per mole
frontier orbital gap (spin up / spin down) = 8.0 / 6.9 eV

---

(10)
C29H34Cl2GeN2O6RuS3 as an isolated structure. Source: OMol25; level of theory: ωB97M-V/def2-TZVPD.

Positions of all 78 atoms, in Å:
Ru: -1.58 0.08 -0.92
C: -5.59 0.64 0.62
O: -6.28 0.80 -0.61
C: -5.63 1.47 -1.61
C: -6.35 2.42 -2.30
C: -5.80 3.11 -3.38
C: -4.51 2.83 -3.76
C: -3.74 1.87 -3.07
C: -2.43 1.59 -3.58
N: -1.56 0.81 -3.04
N: -0.39 0.65 -3.77
C: 0.49 0.00 -3.06
O: 0.31 -0.43 -1.87
C: 1.82 -0.27 -3.69
C: 2.22 0.41 -4.84
C: 3.46 0.15 -5.39
C: 4.32 -0.77 -4.80
C: 3.91 -1.45 -3.66
C: 2.67 -1.19 -3.10
C: -4.29 1.16 -1.97
O: -3.64 0.24 -1.33
H: -4.95 1.51 0.83
H: -4.97 -0.25 0.61
H: -6.35 0.57 1.39
H: -7.36 2.62 -1.98
H: -6.38 3.85 -3.91
H: -4.05 3.34 -4.60
H: -2.15 2.05 -4.53
H: 1.54 1.12 -5.28
H: 3.77 0.69 -6.28
H: 5.29 -0.97 -5.23
H: 4.57 -2.17 -3.19
H: 2.34 -1.71 -2.21
Cl: -2.55 -0.86 1.97
C: -2.54 -2.59 1.92
C: -2.91 -3.27 3.07
C: -2.92 -4.65 3.08
C: -2.56 -5.34 1.93
C: -2.19 -4.64 0.80
Cl: -1.75 -5.58 -0.60
C: -2.16 -3.23 0.73
S: -1.65 -2.44 -0.73
H: -3.19 -2.70 3.94
H: -3.21 -5.19 3.97
H: -2.56 -6.42 1.91
C: 4.91 3.55 1.91
C: 4.12 2.25 1.80
C: 3.66 1.97 0.37
C: 2.87 0.67 0.23
Ge: 1.23 0.62 1.27
C: 1.30 0.00 3.11
C: 2.21 -1.22 3.28
C: 2.16 -1.80 4.69
C: 3.07 -3.01 4.86
H: 5.24 3.74 2.94
H: 4.29 4.40 1.60
H: 5.79 3.53 1.27
H: 3.25 2.30 2.46
H: 4.74 1.41 2.15
H: 4.53 1.94 -0.29
H: 3.04 2.81 0.03
H: 3.48 -0.19 0.52
H: 2.55 0.51 -0.80
H: 0.11 -0.10 0.51
H: 0.27 -0.26 3.39
H: 1.62 0.82 3.76
H: 3.24 -0.95 3.04
H: 1.93 -2.00 2.57
H: 1.13 -2.08 4.92
H: 2.44 -1.02 5.41
H: 2.79 -3.81 4.16
H: 3.03 -3.42 5.87
H: 4.11 -2.75 4.65
O: 0.32 2.44 -0.95
S: -0.24 2.96 0.29
O: 0.65 2.36 1.45
O: -0.29 4.37 0.50
S: -2.07 2.13 0.54

E = -162540.6549 eV
net charge = -1
energy above the lowest of the compared OMol25 structures with the same formula, charge and spin = 0.0 kcal per mole
multiplicity = 6
frontier orbital gap (spin up / spin down) = 7.3 / 6.6 eV

---

(11)
A 6-piece molecular cluster, H12O6 overall. Source: OMol25; level of theory: ωB97M-V/def2-TZVPD.

Positions of all 18 atoms, in Å:
O: 1.15 -1.62 -0.96
H: 1.42 -0.72 -0.66
H: 1.84 -2.23 -0.72
O: -1.38 0.32 -1.37
H: -0.61 0.13 -1.92
H: -1.62 -0.54 -0.99
O: -1.14 -2.02 0.56
H: -0.96 -2.78 1.14
H: -0.29 -1.90 0.07
O: -0.08 2.79 -0.49
H: -0.57 2.01 -0.77
H: 0.11 3.29 -1.28
O: -0.41 0.19 2.10
H: -0.92 -0.52 1.69
H: -0.90 1.00 1.91
O: 1.71 0.62 0.39
H: 1.13 0.47 1.17
H: 1.52 1.53 0.12

SMILES = O.O.O.O.O.O
E = -12480.8911 eV
energy above the lowest of the compared OMol25 structures with the same formula, charge and spin = 5.1 kcal per mole
frontier orbital gap = 11.7 eV

---

(12)
One molecule with the formula C7H13N in a non-equilibrium geometry. Source: OMol25; level of theory: ωB97M-V/def2-TZVPD.

Positions of all 21 atoms, in Å:
C: 1.55 0.78 -0.20
C: 1.51 1.73 0.94
C: -0.66 -0.64 1.81
C: -0.34 -0.97 0.39
N: -0.86 -2.17 -0.07
C: 0.71 -0.35 -0.43
C: -0.61 0.44 -1.09
C: -1.00 0.19 -2.35
H: 2.24 0.99 -1.01
H: -1.79 -2.38 0.25
H: -0.78 -2.31 -1.07
H: 1.10 -1.04 -1.17
H: -1.04 1.26 -0.53
H: 1.85 1.27 1.88
H: 2.14 2.60 0.75
H: 0.50 2.10 1.13
H: -0.19 -1.38 2.47
H: -0.31 0.34 2.10
H: -1.75 -0.69 1.98
H: -1.73 0.81 -2.84
H: -0.54 -0.59 -2.95

E = -8955.4656 eV
energy above the lowest of the compared OMol25 structures with the same formula, charge and spin = 103.0 kcal per mole
frontier orbital gap (spin up / spin down) = 7.5 / 6.7 eV